No. 1
Molecular formula: C3H12N3O
Method: DFT, the ωB97M-V functional and the def2-TZVPD basis

```
19
Properties=species:S:1:pos:R:3:forces:R:3
C 0.959 0.619 2.028 0.74 -0.73 -0.33
C -0.131 0.330 0.999 -0.21 1.44 1.00
C -0.334 -0.192 -2.684 0.64 -0.89 0.39
N -0.354 -1.138 0.952 -0.63 -1.21 -0.45
N 0.931 -0.354 -3.032 0.61 0.14 0.57
N -1.393 0.953 1.367 0.89 -3.32 0.36
O -0.737 -0.451 -1.569 -0.80 -0.41 1.62
H 1.150 -0.311 2.660 -0.18 1.59 -0.38
H 0.810 1.522 2.609 -0.54 -0.23 0.41
H 1.857 0.866 1.478 0.55 -0.36 -0.02
H 0.100 0.552 -0.038 0.68 0.42 0.28
H -1.054 0.109 -3.403 -0.34 0.46 -1.21
H -1.289 -1.305 1.488 1.97 -0.10 -1.19
H 0.464 -1.580 1.486 -1.76 0.23 -1.30
H 1.679 -0.532 -2.339 -0.91 0.02 -0.85
H 1.136 -0.286 -3.995 0.70 0.21 -0.87
H -1.357 1.915 1.483 -0.04 1.95 -0.01
H -2.039 0.613 0.698 -1.23 0.64 -0.69
H -0.398 -1.332 -0.189 -0.15 0.16 2.68
```
Forces are in eV/Å.

Output
Charge ... +1
Calculated total energy ... -9816.9214 eV
HOMO-LUMO gap ... 0.3966 hartree
E_HOMO ... -13.68 eV
Molar mass ... 106.15 u

=====

No. 2
Molecular formula: C20H33Cl2GdN4O3
Method: DFT, the ωB97M-V functional and the def2-TZVPD basis

```
63
Properties=species:S:1:pos:R:3:forces:R:3
O 0.275 1.540 -2.556 -0.87 -0.39 -2.35
C -0.309 1.254 -3.608 0.84 -0.47 1.18
C 0.001 1.846 -4.962 0.41 0.53 0.29
C 1.155 2.648 -5.154 -0.35 -0.02 -0.49
H 1.978 2.603 -4.431 -0.59 0.27 -0.07
C 1.269 3.440 -6.308 -0.31 -0.44 0.07
H 2.142 4.076 -6.454 -0.20 -0.15 0.11
C 0.267 3.406 -7.300 0.13 -0.20 0.63
H 0.323 4.087 -8.161 -0.02 -0.50 0.37
C -0.783 2.493 -7.161 -0.05 -0.12 -0.02
H -1.513 2.381 -7.959 0.09 0.10 0.10
C -0.922 1.705 -6.010 0.64 0.22 0.18
H -1.701 0.946 -5.915 -0.03 0.46 -0.03
H -1.110 0.467 -3.583 0.33 0.57 -0.02
C -2.624 2.205 0.048 0.05 1.05 -0.15
C -2.335 1.040 0.870 2.31 -1.74 -0.87
H -3.577 2.699 0.292 0.00 0.10 -0.07
H -2.653 1.918 -1.017 0.00 0.02 0.33
H -1.805 2.938 0.143 -0.31 -0.09 -0.09
C -2.937 0.407 1.841 -0.94 0.26 0.93
C -4.021 1.055 2.671 -0.39 -0.07 -0.41
H -2.699 -0.620 2.132 0.47 0.22 0.12
H -4.450 1.869 2.071 -0.10 -0.09 0.43
H -3.621 1.476 3.605 -0.10 -0.09 -0.12
H -4.807 0.334 2.916 -0.10 0.16 0.12
Gd 0.106 -0.127 0.459 -3.13 1.09 -0.27
Cl 1.100 2.263 0.339 0.53 0.51 0.26
Cl -1.484 -1.128 -1.394 0.15 -0.51 -0.61
H 3.921 0.634 -2.468 -0.33 -0.20 0.28
H 5.691 1.106 -1.171 -0.10 0.00 0.36
C 3.199 0.381 -1.673 -0.57 0.54 -0.27
C 5.095 1.097 -0.248 0.17 -0.05 0.01
N 3.945 0.226 -0.432 0.06 -0.37 0.02
H 2.652 -0.542 -1.937 0.36 0.37 0.24
C 3.453 -0.486 0.577 -0.89 0.39 -0.37
O 2.261 -0.877 0.617 2.62 -0.65 0.06
H 5.700 0.715 0.581 -0.04 0.16 -0.16
H 4.191 -0.703 1.368 -0.42 0.14 0.06
H 2.464 1.204 -1.569 0.33 -0.38 -0.16
H 4.763 2.124 -0.015 0.09 -0.38 -0.12
H -1.485 -5.545 2.432 0.01 0.23 -0.12
H -0.555 -6.397 0.031 -0.15 0.24 -0.10
C -1.924 -4.725 1.845 0.04 -0.05 -0.02
C -1.074 -5.507 -0.355 0.15 0.32 0.10
N -1.105 -4.450 0.658 -0.45 -0.64 0.42
H -2.017 -3.837 2.478 0.16 -0.13 -0.31
C -0.381 -3.347 0.530 0.20 1.77 0.54
O -0.289 -2.419 1.380 -0.22 -1.64 -0.88
H -0.535 -5.115 -1.222 -0.14 -0.21 0.06
H 0.125 -3.233 -0.447 -0.14 -0.32 0.35
H -2.925 -5.052 1.535 0.25 0.19 -0.04
H -2.093 -5.789 -0.656 0.29 0.18 0.11
C -0.101 1.314 6.259 -0.22 0.18 -0.36
N -0.067 0.112 5.408 0.05 -0.17 1.18
C 0.460 -1.123 6.023 -0.01 -0.08 -0.29
C -0.048 0.216 4.104 0.18 0.13 -3.06
N -0.019 0.268 2.929 0.19 -0.30 3.08
H -0.010 0.964 7.289 -0.11 0.24 -0.14
H -1.055 1.852 6.132 0.40 -0.22 0.04
H 0.732 1.992 6.034 -0.15 -0.11 0.05
H -0.160 -1.990 5.744 0.23 0.36 0.11
H 1.500 -1.312 5.719 -0.27 0.05 0.10
H 0.425 -0.973 7.108 -0.01 -0.24 -0.32
```
Forces are in eV/Å.

Output
Calculated total energy ... -79258.4574 eV
HOMO-LUMO gap (alpha / beta) ... 0.2262 / 0.1997 hartree
E_HOMO (alpha / beta) ... -5.76 / -5.05 eV
Expectation value of S² ... 16.141
Multiplicity ... 8
Molar mass ... 605.67 u

=====

No. 3
Molecular formula: C11H16BClMgN6
Method: DFT, the ωB97M-V functional and the def2-TZVPD basis

```
36
Properties=species:S:1:pos:R:3:forces:R:3
H -0.875 -3.586 1.014 -0.08 -0.25 -0.06
N 0.092 -1.880 0.318 0.86 -1.75 -1.96
B 1.567 -0.106 -0.806 -0.87 1.21 -0.40
N 1.144 -1.573 -0.500 0.17 -0.94 0.29
C 1.615 -2.725 -0.999 -0.44 -0.01 1.07
Mg -1.100 0.250 1.281 -5.79 0.07 -2.21
H 2.483 -2.760 -1.648 -0.36 0.22 -0.01
C 0.897 -3.785 -0.425 -0.89 -0.02 -0.02
H 1.081 -4.839 -0.508 -0.03 -0.07 -0.36
C -0.117 -3.215 0.347 1.64 0.40 -0.30
H 2.633 -0.019 -1.362 -0.14 -0.38 0.20
C -2.121 1.973 1.441 -0.04 0.57 0.48
H -2.994 1.967 2.079 -0.21 0.43 0.16
H -2.416 2.043 0.382 0.12 0.34 0.57
H -1.362 2.708 1.719 -0.46 0.61 -0.06
N 1.637 0.631 0.571 -0.73 -0.60 0.97
N 0.464 0.550 -1.677 -1.10 -0.39 0.92
N 0.616 0.659 1.566 6.96 1.52 0.19
N -0.774 0.682 -1.058 1.07 0.79 -0.97
C 2.742 1.214 1.031 -0.42 0.05 0.16
C 0.432 1.080 -2.915 -0.44 0.33 0.10
H 3.605 1.225 0.376 -0.03 0.19 0.29
H 1.310 1.055 -3.547 -0.17 0.05 0.06
C 2.513 1.701 2.313 -0.52 -0.39 -0.52
C -0.835 1.625 -3.112 0.28 -0.18 0.25
C 1.185 1.355 2.589 0.45 -0.66 -1.01
C -1.544 1.359 -1.922 0.96 -0.41 0.26
H 3.217 2.215 2.929 0.05 0.21 0.25
H -1.205 2.180 -3.959 0.13 -0.13 -0.05
H 0.634 1.571 3.478 -0.36 0.01 0.23
H -2.542 1.691 -1.644 0.28 -0.33 -0.11
H -0.023 -1.397 1.155 0.15 0.90 1.08
Cl -3.422 -1.741 1.584 -1.37 -1.72 1.71
C -2.761 -0.803 0.325 2.08 1.13 -1.19
H -2.418 -1.410 -0.528 -0.83 0.22 0.13
H -3.357 0.107 0.113 0.11 -1.01 -0.14
```
Forces are in eV/Å.

Output
Calculated total energy ... -39248.4621 eV
HOMO-LUMO gap ... 0.1978 hartree
E_HOMO ... -5.77 eV
Molar mass ... 302.86 u

=====

No. 4
Molecular formula: C9H3CrF3N4OSSe4
Method: DFT, the ωB97M-V functional and the def2-TZVPD basis

```
26
Properties=species:S:1:pos:R:3:forces:R:3
Cr -0.152 0.359 -0.452 2.74 1.28 2.55
F -0.655 0.076 4.838 -0.26 0.09 -0.10
C 0.617 -0.266 4.596 -0.08 -0.03 0.27
F 0.653 -1.607 4.532 0.03 -0.09 -0.21
F 1.298 0.064 5.715 0.27 0.12 0.09
C 1.186 0.406 3.384 0.27 0.07 -0.01
C 2.318 1.194 3.491 -0.18 -0.13 -0.33
C 2.839 1.797 2.348 -0.14 -0.08 0.23
C 2.219 1.570 1.139 -0.03 0.03 -0.41
N 1.123 0.817 1.019 0.79 0.07 1.62
C 0.577 0.245 2.127 0.41 0.36 -0.22
S -0.862 -0.597 1.768 -0.09 0.09 -1.03
H 2.788 1.327 4.453 0.03 0.05 0.07
H 3.701 2.441 2.403 0.12 0.02 -0.03
H 2.594 2.011 0.220 -0.10 -0.11 0.05
Se -0.502 2.767 -0.762 0.01 0.14 -0.14
Se 1.292 2.983 -2.276 0.07 -0.08 0.07
Se 1.254 0.941 -3.434 -0.22 0.15 0.08
Se 1.785 -0.604 -1.778 0.10 0.09 0.40
O -1.319 -0.255 -1.446 -3.64 -2.74 -2.76
N -2.200 -0.663 -2.266 -1.04 -0.81 -1.02
C -2.372 -1.976 -2.436 1.17 2.32 1.02
C -1.624 -2.920 -1.712 0.88 -0.76 0.87
N -0.995 -3.636 -1.066 -0.18 0.06 -0.20
C -3.325 -2.437 -3.349 -1.04 -0.18 -1.00
N -4.090 -2.873 -4.091 0.11 0.08 0.13
```
Forces are in eV/Å.

Output
Charge ... -1
Calculated total energy ... -326185.0556 eV
HOMO-LUMO gap (alpha / beta) ... 0.2259 / 0.2325 hartree
E_HOMO (alpha / beta) ... -4.84 / -4.77 eV
Expectation value of S² ... 0.771
Multiplicity ... 2
Molar mass ... 640.05 u

=====

No. 5
Molecular formula: C25H30N2O6
Method: DFT, the ωB97M-V functional and the def2-TZVPD basis

```
63
Properties=species:S:1:pos:R:3:forces:R:3
C 1.142 7.339 3.531 0.02 -0.24 -0.06
H 0.377 7.590 4.262 -0.07 0.10 0.09
H 0.968 7.932 2.636 -0.01 0.13 -0.07
C 1.104 5.851 3.207 -0.25 -0.05 -0.13
C -0.258 5.445 2.638 0.27 0.30 0.18
O -0.343 4.063 2.356 -0.05 -0.25 -0.05
C 0.210 3.567 1.218 0.09 -0.14 -0.16
C 0.870 4.305 0.243 -0.19 0.23 0.33
C 1.382 3.666 -0.875 0.03 -0.23 -0.13
C 1.247 2.303 -1.040 0.03 0.07 0.00
C 0.583 1.559 -0.072 0.05 0.20 0.23
C 0.076 2.187 1.048 0.07 0.08 -0.03
H -0.451 1.632 1.809 -0.09 -0.11 0.11
C 0.422 0.066 -0.251 -0.17 0.11 -0.09
N 1.696 -0.586 -0.476 0.06 0.20 -0.11
C 1.756 -1.177 -1.685 0.15 0.06 0.01
O 2.677 -1.810 -2.177 -0.01 -0.16 -0.14
C 0.447 -0.943 -2.342 -0.40 0.24 0.28
C -0.359 -0.271 -1.499 0.57 -0.23 -0.33
C -1.768 0.116 -1.679 0.06 -0.12 -0.05
O -2.217 1.201 -1.358 0.03 -0.21 -0.06
C -2.595 -0.954 -2.226 -1.30 0.46 -0.29
C -3.891 -0.949 -2.690 0.85 0.18 0.31
C -4.193 -2.279 -3.032 0.43 -0.38 0.10
C -3.072 -3.017 -2.746 -0.79 -0.08 -0.26
O -2.109 -2.221 -2.262 0.24 -0.22 0.08
C -2.788 -4.468 -2.873 0.25 0.23 0.06
H -3.705 -5.009 -3.085 -0.04 -0.02 -0.01
H -2.345 -4.847 -1.953 0.00 -0.09 0.07
H -2.078 -4.643 -3.681 0.03 -0.07 -0.05
H -5.114 -2.649 -3.433 -0.16 -0.16 -0.08
H -4.523 -0.089 -2.773 -0.08 0.23 0.02
O 0.245 -1.409 -3.579 0.13 0.06 0.13
H 1.080 -1.828 -3.857 -0.04 0.04 0.09
C 2.603 -0.903 0.592 0.17 -0.16 0.13
H 3.467 -1.384 0.126 -0.03 0.12 0.06
C 1.935 -1.849 1.620 -0.08 0.05 -0.17
N 0.967 -2.695 0.955 0.03 -0.09 0.27
C -0.120 -3.173 1.785 -0.23 -0.17 -0.20
C -1.185 -3.768 0.861 -0.09 0.23 0.40
H -2.015 -4.180 1.438 0.02 0.08 -0.02
O -0.669 -4.831 0.095 -0.02 -0.19 0.02
C 0.443 -4.404 -0.663 0.41 0.01 -0.08
C 1.537 -3.812 0.225 -0.22 -0.13 -0.22
H 2.358 -3.467 -0.402 0.04 -0.03 -0.04
H 1.916 -4.590 0.912 0.01 0.04 -0.03
H 0.807 -5.286 -1.193 0.02 0.08 -0.02
H 0.122 -3.642 -1.387 0.05 -0.05 -0.01
H -1.555 -2.975 0.194 0.00 -0.04 0.08
H -0.552 -2.339 2.343 -0.01 0.00 0.02
H 0.214 -3.944 2.502 -0.04 0.06 0.01
H 2.716 -2.420 2.147 -0.05 0.08 0.04
H 1.402 -1.249 2.362 0.02 -0.05 0.03
H 2.932 0.013 1.090 0.06 -0.07 -0.05
H -0.070 -0.358 0.629 0.03 -0.05 -0.03
H 1.646 1.813 -1.915 0.05 -0.04 -0.12
H 1.891 4.250 -1.627 0.04 0.05 -0.06
H 0.989 5.373 0.331 0.01 0.10 0.07
H -0.501 6.039 1.749 -0.03 -0.04 0.05
H -1.035 5.621 3.388 0.06 0.05 -0.13
H 1.888 5.607 2.488 0.01 -0.06 0.04
H 1.290 5.267 4.109 0.02 -0.06 -0.04
H 2.112 7.612 3.940 0.04 0.10 0.04
```
Forces are in eV/Å.

Output
Calculated total energy ... -41676.4905 eV
HOMO-LUMO gap ... 0.3098 hartree
E_HOMO ... -8.33 eV
Structure (SMILES) ... CCCOc1cccc([C@H]2C(C(=O)c3ccc(C)o3)=C(O)C(=O)N2CCN2CCOCC2)c1
Molar mass ... 454.52 u

=====

No. 6
Molecular formula: CH4O2S
Method: DFT, the ωB97M-V functional and the def2-TZVPD basis

```
8
Properties=species:S:1:pos:R:3:forces:R:3
C -0.867 0.092 0.343 0.99 -1.99 -0.92
O 1.631 1.245 0.072 -3.62 -6.13 -1.29
O 1.408 -1.433 0.164 -0.65 0.59 0.00
S 0.811 -0.174 -0.212 2.37 5.91 -2.10
H -1.387 -0.875 0.157 0.12 0.89 0.59
H -0.685 0.429 1.303 -0.28 -0.02 2.57
H -1.279 0.935 -0.138 -0.34 0.71 -1.17
H 0.368 -0.219 -1.688 1.43 0.04 2.31
```
Forces are in eV/Å.

Output
Calculated total energy ... -16029.2873 eV
HOMO-LUMO gap ... 0.3995 hartree
E_HOMO ... -10.69 eV
Structure (SMILES) ... C[SH](=O)=O
Molar mass ... 80.11 u

=====

No. 7
Molecular formula: C5H8Br2O
Method: DFT, the ωB97M-V functional and the def2-TZVPD basis

```
16
Properties=species:S:1:pos:R:3:forces:R:3
C -0.508 -0.354 1.081 -0.62 2.13 0.73
C -0.205 0.095 -0.379 -1.30 -0.41 3.76
C -1.694 -0.011 0.211 2.01 0.45 -1.41
C -0.379 -1.756 1.608 -2.36 -0.93 -0.31
C 0.186 1.914 -1.785 2.55 2.03 1.87
O 0.455 1.298 -0.467 -0.93 0.20 -1.54
Br -2.659 -1.526 -0.475 -0.67 0.67 -0.25
Br -2.595 1.690 0.351 0.00 -0.74 0.14
H -0.287 0.482 1.826 -0.26 -1.20 -1.04
H 0.155 -0.757 -0.879 0.24 -0.70 -1.57
H -1.022 -2.467 0.972 1.75 0.88 0.57
H -0.960 -1.902 2.568 1.30 0.55 -0.54
H 0.663 -2.010 1.620 0.35 -0.61 0.43
H 0.427 3.049 -1.628 -0.41 -2.16 -0.45
H -0.831 1.819 -2.038 -1.21 -0.28 -0.44
H 0.889 1.484 -2.512 -0.43 0.13 0.04
```
Forces are in eV/Å.

Output
Calculated total energy ... -147444.8133 eV
HOMO-LUMO gap ... 0.3631 hartree
E_HOMO ... -9.35 eV
Structure (SMILES) ... CO[C@H]1[C@H](C)C1(Br)Br
Molar mass ... 243.93 u

=====

No. 8
Molecular formula: C5H14
Method: DFT, the ωB97M-V functional and the def2-TZVPD basis

```
19
Properties=species:S:1:pos:R:3:forces:R:3
C 1.348 -1.629 -2.086 0.69 3.35 1.65
C 1.194 -2.031 -0.630 -1.29 -2.94 0.08
H 0.706 -0.680 -2.111 0.23 -1.74 -1.53
H 2.369 -1.192 -2.172 -0.48 -0.26 -0.16
H 1.340 -2.473 -2.746 -0.89 0.05 -0.70
H 2.167 -2.462 -0.388 -0.27 -0.21 0.84
H 0.372 -2.923 -0.576 1.85 2.19 0.27
H 0.922 -1.220 0.067 0.22 -0.46 -0.47
C -0.281 1.240 1.137 -2.32 1.47 -1.87
C -0.992 2.593 0.706 2.22 0.00 -0.62
C -1.342 0.137 1.169 -0.63 0.76 1.00
H 0.333 1.042 0.260 1.03 -0.25 0.73
H 0.168 1.450 2.091 0.70 -0.61 0.20
H -1.994 2.513 1.083 -0.50 0.81 0.28
H -1.968 0.028 0.293 0.28 0.35 -0.73
H -1.018 2.588 -0.426 -0.18 0.33 1.26
H -0.356 3.504 1.069 -1.58 -1.50 -0.65
H -0.859 -0.795 1.305 0.22 -1.16 0.45
H -2.110 0.310 1.955 0.72 -0.17 -0.03
```
Forces are in eV/Å.

Output
Calculated total energy ... -5410.6866 eV
HOMO-LUMO gap ... 0.4503 hartree
E_HOMO ... -11.14 eV
Structure (SMILES) ... CCC.CC
Molar mass ... 74.17 u